# 1
A molecular structure, C7H15Cl2NO2SSc, computed with ωB97M-V with the def2-TZVPD basis set.

The geometry in ORCA input format:
```
! RIJCOSX wB97M-V def2-TZVPD def2/J DEFGRID3
* xyz 3 1
Sc -0.14787 0.37143 -1.38120
Cl -0.76615 2.61415 -2.33455
C 0.88954 2.83016 -2.98555
Cl 1.86692 1.45412 -2.38509
H 1.30730 3.75970 -2.60904
H 0.85923 2.80293 -4.07061
O 0.24155 -0.02143 0.38762
S 0.65948 -0.72797 1.78445
C 2.20947 0.12198 2.22825
C 1.99639 0.61975 3.65437
C 0.57029 1.16610 3.71686
C -0.32601 0.11814 3.05855
H 2.29751 0.94540 1.51712
H 3.04774 -0.56372 2.11384
H 2.73816 1.38194 3.88986
H 2.13055 -0.19524 4.36797
H 0.49368 2.12819 3.20888
H 0.25438 1.31807 4.74788
H -1.23158 0.50340 2.58988
H -0.60692 -0.67780 3.75259
C -1.88173 -2.82058 -1.88980
C -1.85744 -1.71910 -2.88774
N -2.47121 -1.80836 -4.01998
O -1.18928 -0.63078 -2.60158
H -2.43937 -3.68827 -2.23400
H -2.34263 -2.45866 -0.96809
H -0.85808 -3.13172 -1.67094
H -2.98565 -2.64076 -4.28569
H -2.45829 -1.05108 -4.69424
*
```

Values from the calculation:
E_tot = -69642.6466 eV
Kohn-Sham gap = 9.29 eV
max |F| = 0.9 eV/Å
molar mass = 293.13 g mol⁻¹
HOMO = -0.7694 Ha
energy relative to the best compared isomer or geometry (same formula, charge and spin) = 0.000 eV
lowest unoccupied orbital energy = -11.65 eV


# 2
11 unconnected molecules or ions with the total composition C29H86N16O11 at a distorted geometry, computed with ωB97M-V with the def2-TZVPD basis set.

The geometry in ORCA input format:
```
! RIJCOSX wB97M-V def2-TZVPD def2/J DEFGRID3
* xyz -1 2
C -4.77567 -0.41255 -1.70110
O -6.00379 -0.34967 -1.56203
N -4.05574 -1.10658 -2.50348
N -4.05893 0.62620 -1.24563
H -4.55060 -1.84726 -2.97953
H -3.08931 -0.90024 -2.71210
H -3.06686 0.65609 -1.43272
H -4.53611 1.51537 -1.28755
C 3.20228 2.81063 -0.32664
O 3.03392 2.23494 -1.37601
N 2.65296 2.43677 0.82178
N 3.60282 4.03309 -0.20118
H 2.68770 3.08621 1.59452
H 2.34003 1.47766 0.86938
H 4.00151 4.15080 0.71931
H 4.09767 4.38376 -1.00880
C 2.80646 -2.27897 -4.15816
O 2.37027 -2.19792 -5.29368
N 3.18279 -1.26790 -3.44759
N 3.05429 -3.44573 -3.54312
H 3.59497 -1.43523 -2.54084
H 3.14720 -0.35310 -3.87417
H 2.59049 -4.13348 -4.11928
H 3.17888 -3.38595 -2.54262
C -1.11702 -4.11322 -2.94854
O -1.51022 -3.13694 -2.35157
N -0.19007 -4.07400 -3.86543
N -1.57560 -5.31508 -2.65417
H 0.24446 -4.96435 -4.06180
H 0.39140 -3.25434 -3.96620
H -0.97204 -6.10547 -2.83051
H -2.48105 -5.42381 -2.22008
C -0.01207 -3.77155 4.43138
O 0.93464 -4.06103 5.13379
N 0.29618 -2.92744 3.45820
N -1.17458 -4.33121 4.39652
H -0.45627 -2.69012 2.82764
H 1.21843 -2.54574 3.30375
H -1.85925 -3.99006 3.73702
H -1.29856 -5.15973 4.96067
C 3.46958 5.28356 -3.91184
C 1.94838 5.44714 -3.68148
C 1.09385 4.47692 -4.56697
O -0.30262 4.63879 -4.16940
C -1.16735 3.68714 -4.69255
N 1.54333 5.27604 -2.33199
H 3.90252 5.93047 -4.67485
H 3.80617 4.24858 -3.97216
H 3.88234 5.66620 -2.97840
H 1.62108 6.47090 -3.86286
H 1.54712 3.54370 -4.23266
H 1.30640 4.63624 -5.62410
H -2.16190 3.95260 -4.33407
H -0.94730 2.76679 -4.15160
H -1.13172 3.68580 -5.78196
H 0.54465 5.15986 -2.42815
H 2.00575 4.44563 -1.99040
C 0.97393 -1.92329 -0.48814
C -0.05531 -0.80660 -0.38149
C -0.23019 -0.13237 -1.80752
O -1.37737 0.68815 -1.95887
C -1.20704 1.94749 -1.43788
N -1.33376 -1.34394 0.07824
H 0.75110 -2.78961 -1.11098
H 1.20141 -2.46698 0.42879
H 1.94780 -1.51929 -0.76466
H 0.48803 -0.11721 0.26476
H -0.33468 -0.98572 -2.47757
H 0.59041 0.43717 -2.24382
H -2.10652 2.55910 -1.36743
H -0.58475 2.55549 -2.09454
H -0.70495 1.89723 -0.47171
H -1.54570 -2.02878 -0.63321
H -2.09505 -0.72888 -0.17119
C -7.23973 5.12736 1.13649
C -6.64001 4.57786 -0.15749
C -5.17663 4.19147 0.00213
O -4.63511 3.53580 -1.12135
C -4.54122 4.37398 -2.20709
N -7.31424 3.37181 -0.50509
H -6.69608 6.01161 1.46914
H -7.27133 4.33587 1.88525
H -8.29918 5.27954 0.93032
H -6.89532 5.28845 -0.94360
H -4.97165 3.51705 0.83354
H -4.56659 5.07826 0.17412
H -4.23610 5.39476 -1.97687
H -5.49009 4.38994 -2.74327
H -3.80543 3.94927 -2.88998
H -6.79708 2.88131 -1.22067
H -7.09730 2.77624 0.28124
C 5.51734 -5.52253 -0.84668
C 3.96394 -5.40550 -0.68516
C 3.36302 -5.78339 0.68898
O 1.97679 -5.67381 0.69200
C 1.42125 -6.07602 1.89659
N 3.71792 -3.99533 -0.80726
H 5.81752 -5.24839 -1.85804
H 5.76575 -6.58283 -0.80029
H 6.08869 -4.98422 -0.09046
H 3.19483 -5.85974 -1.30983
H 3.81310 -5.28633 1.54832
H 3.54272 -6.85772 0.72930
H 2.00686 -6.78826 2.47785
H 0.39701 -6.41502 1.74132
H 1.21483 -5.21723 2.53530
H 2.74501 -3.89132 -0.55683
H 4.07782 -3.45592 -0.03291
C -2.83009 1.89370 2.06839
C -1.95444 1.32211 3.22546
C -2.02279 1.83952 4.60681
O -1.88245 3.23668 4.71415
C -1.85414 3.76351 6.04007
N -2.23998 -0.15177 3.27068
H -3.88684 1.89495 2.33556
H -2.59249 1.30376 1.18318
H -2.61817 2.94051 1.85070
H -0.91091 1.38202 2.91632
H -1.18196 1.33983 5.08788
H -2.83148 1.46942 5.23699
H -1.25029 3.23959 6.78099
H -2.86696 3.75321 6.44280
H -1.54894 4.80729 5.96622
H -1.60258 -0.64610 3.87851
H -2.34436 -0.58154 2.36266
C 4.06938 -2.90095 4.21060
C 3.65031 -2.63411 2.81795
C 3.22813 -1.15664 2.62844
O 2.03419 -0.88762 3.37641
C 1.80030 0.51108 3.61220
N 4.83770 -2.82359 1.89911
H 3.30525 -2.61515 4.93345
H 4.97406 -2.34732 4.46191
H 4.37713 -3.94333 4.29336
H 2.86295 -3.35768 2.60678
H 3.04301 -0.86848 1.59365
H 4.07761 -0.50742 2.84056
H 2.68965 0.96400 4.05042
H 0.93048 0.79521 4.20448
H 1.53077 0.85399 2.61328
H 5.26622 -3.72267 2.06682
H 5.60720 -2.19417 2.07742
*
```

Values from the calculation:
E_tot = -77829.0275 eV
Kohn-Sham gap (spin up / spin down) = 1.54 / 8.46 eV
expectation value of S² = 0.75
max |F| = 5.4 eV/Å
molar mass = 835.11 g mol⁻¹
HOMO (spin up / spin down) = 0.0081 / -0.2464 Ha
lowest unoccupied orbital energy (spin up / spin down) = 1.76 / 1.76 eV


# 3
A single C2H4NPS molecule at a distorted geometry, computed with ωB97M-V with the def2-TZVPD basis set.

The geometry in ORCA input format:
```
! RIJCOSX wB97M-V def2-TZVPD def2/J DEFGRID3
* xyz 0 1
S -3.20348 0.69962 -0.03850
P -2.01800 -0.82522 0.02027
N -0.49413 -0.20949 0.18948
C 0.54345 0.67626 0.09340
C 1.02031 -0.72364 -0.01899
H 0.75026 1.42646 0.96813
H 0.68392 1.30131 -0.77775
H 1.19772 -1.08491 -1.10438
H 1.51995 -1.26040 0.66835
*
```

Values from the calculation:
E_tot = -23751.2248 eV
Kohn-Sham gap = 8.49 eV
max |F| = 5.8 eV/Å
molar mass = 105.10 g mol⁻¹
HOMO = -0.3227 Ha
energy relative to the best compared isomer or geometry (same formula, charge and spin) = 1.412 eV
lowest unoccupied orbital energy = -0.29 eV


# 4
2 unconnected molecules or ions with the total composition C5H10O2, computed with ωB97M-V with the def2-TZVPD basis set.

The geometry in ORCA input format:
```
! RIJCOSX wB97M-V def2-TZVPD def2/J DEFGRID3
* xyz 0 1
C 1.10114 1.27808 0.29576
C 0.97146 -0.24650 0.39482
C 0.56156 -1.06888 -0.81935
C -0.65825 -1.36602 -0.36293
C -0.37990 -0.75674 0.99541
O -1.20523 0.25995 1.51260
H 2.00643 1.56622 -0.25085
H 1.17160 1.70153 1.30355
H 0.25063 1.75079 -0.20057
H 1.85705 -0.64287 0.90469
H 1.10982 -1.40154 -1.69920
H -1.50698 -1.91893 -0.76126
H -0.20970 -1.55368 1.73214
H -2.00694 -0.15176 1.85956
O -1.22726 1.12958 -1.85371
H -1.41166 0.77767 -0.97134
H -0.42379 0.64311 -2.07933
*
```

Values from the calculation:
E_tot = -9440.2337 eV
Kohn-Sham gap = 10.63 eV
max |F| = 0.3 eV/Å
molar mass = 102.13 g mol⁻¹
HOMO = -0.3641 Ha
energy relative to the best compared isomer or geometry (same formula, charge and spin) = 2.809 eV
lowest unoccupied orbital energy = 0.72 eV


# 5
A molecular structure, C5H15NO3 at a distorted geometry, computed with ωB97M-V with the def2-TZVPD basis set.

The geometry in ORCA input format:
```
! RIJCOSX wB97M-V def2-TZVPD def2/J DEFGRID3
* xyz 0 1
C -1.39400 0.21534 -0.92448
C -2.57011 0.65085 -1.80185
C -1.28478 -1.31172 -0.86718
N -0.09882 0.74864 -1.39940
O -1.64691 0.76475 0.35203
H -0.94788 0.47453 0.96688
H 0.10998 0.40121 -2.33047
H -0.16516 1.76053 -1.45913
H -3.50503 0.24907 -1.41011
H -0.44265 -1.61314 -0.24395
H -2.20135 -1.72725 -0.44901
H -2.43764 0.30118 -2.82722
H -2.64204 1.73966 -1.80445
H -1.13693 -1.73276 -1.86415
C 1.98190 -0.37239 0.98000
C 3.09706 0.41924 1.57754
O 0.40099 -0.15195 2.11770
O 1.85987 -1.63617 1.23731
H 0.88050 -1.27192 1.94951
H 0.47231 0.22372 3.00514
H 1.49677 0.04609 0.08870
H 3.36626 0.03842 2.56133
H 3.96346 0.30613 0.91800
H 2.84420 1.47793 1.62728
*
```

Values from the calculation:
E_tot = -13059.3192 eV
Kohn-Sham gap = 10.18 eV
max |F| = 1.4 eV/Å
molar mass = 137.18 g mol⁻¹
HOMO = -0.3458 Ha
energy relative to the best compared isomer or geometry (same formula, charge and spin) = 2.461 eV
lowest unoccupied orbital energy = 0.77 eV


# 6
A molecular structure, C14H14N3O4RuS5Sb, computed with ωB97M-V with the def2-TZVPD basis set.

The geometry in ORCA input format:
```
! RIJCOSX wB97M-V def2-TZVPD def2/J DEFGRID3
* xyz -2 1
Ru 0.06765 0.22890 -0.16104
S -3.95450 1.05940 2.49268
Sb -2.38802 -0.43302 1.79756
S 0.39654 0.36694 2.14045
S -2.26601 -0.34764 -0.49861
O 4.00322 1.75640 1.01297
S 2.94888 0.76476 1.02400
O 3.34884 -0.57584 1.35017
O 2.15152 0.85062 -0.24834
O 1.92313 1.29268 2.11647
C 0.45674 2.27542 -2.83919
C 0.22508 0.85425 -3.24572
C 0.07365 0.56922 -4.62679
C -0.12681 -0.71948 -5.03252
C -0.11575 -1.76919 -4.08032
C -0.23499 -3.12296 -4.46784
C -0.13815 -4.09560 -3.50022
C 0.08220 -3.76460 -2.16673
C 0.19741 -2.44405 -1.72842
S 0.56504 -2.02349 -0.11385
C 0.05499 -1.41729 -2.72949
N 0.16446 -0.09864 -2.33022
H 0.79626 2.85372 -3.69992
H 1.20544 2.31773 -2.04975
H -0.46157 2.72082 -2.45117
H 0.10613 1.39094 -5.33031
H -0.26715 -0.96224 -6.08080
H -0.38628 -3.36306 -5.51286
H -0.22413 -5.14248 -3.77132
H 0.17569 -4.55114 -1.42785
C 1.55926 3.84549 0.31769
C 0.09843 3.57952 0.28566
N -0.55701 2.47048 0.01031
C -1.90013 2.78900 0.07345
C -2.05439 4.09199 0.40140
N -0.77660 4.58928 0.52811
H 2.10975 2.99714 -0.06536
H 1.90043 4.02559 1.33651
H 1.78913 4.72254 -0.29520
H -2.64947 2.03279 -0.08213
H -2.93093 4.67978 0.59479
H -0.50697 5.51442 0.80577
*
```

Values from the calculation:
E_tot = -90706.7657 eV
Kohn-Sham gap = 5.51 eV
max |F| = 0.7 eV/Å
molar mass = 671.45 g mol⁻¹
HOMO = -0.0317 Ha
energy relative to the best compared isomer or geometry (same formula, charge and spin) = 0.471 eV
lowest unoccupied orbital energy = 4.64 eV